118
Properties=species:S:1:pos:R:3:lowdin_charge:R:1 method="wB97M-V/def2-TZVPD" gap_ev=7.025 e_above_lowest_kj_mol=6.61 energy_ev=-161511.7874 total_charge=+1
Sn -0.055 -0.334 0.412 1.17
C -0.683 -6.728 0.006 0.04
C -0.150 -5.625 0.886 -0.57
C 0.489 -6.147 2.165 0.03
O 0.790 -4.858 0.145 -0.03
C 0.655 -3.472 0.394 -0.12
C -0.601 -3.466 1.412 -0.13
O -1.192 -4.719 1.165 -0.02
C -1.733 -2.383 1.565 -0.35
O -1.667 -1.411 0.537 -0.31
C -3.144 -2.996 1.515 -0.13
C -3.515 -4.019 2.384 -0.02
C -4.798 -4.533 2.362 -0.06
C -5.746 -4.024 1.482 -0.08
C -5.391 -2.996 0.627 -0.07
C -4.098 -2.485 0.645 -0.02
C -1.655 -1.657 2.922 -0.16
C -2.158 -0.356 2.995 -0.04
C -2.181 0.335 4.198 -0.07
C -1.715 -0.268 5.356 -0.08
C -1.229 -1.566 5.297 -0.06
C -1.201 -2.256 4.093 -0.03
C 0.888 -2.796 -1.017 -0.33
O 0.510 -1.423 -1.089 -0.28
C 2.397 -2.879 -1.310 -0.15
C 3.105 -4.082 -1.284 -0.02
C 4.462 -4.111 -1.570 -0.06
C 5.142 -2.947 -1.904 -0.08
C 4.446 -1.752 -1.946 -0.08
C 3.089 -1.725 -1.651 -0.05
C 0.059 -3.485 -2.109 -0.11
C -1.314 -3.635 -1.914 -0.02
C -2.114 -4.212 -2.888 -0.08
C -1.555 -4.638 -4.088 -0.09
C -0.197 -4.465 -4.303 -0.08
C 0.603 -3.884 -3.324 0.00
H 0.137 -7.371 -0.313 0.10
H -1.166 -6.296 -0.869 0.08
H -1.406 -7.328 0.557 0.10
H 1.263 -6.874 1.920 0.10
H -0.264 -6.631 2.787 0.10
H 0.960 -5.344 2.734 0.09
H 1.509 -3.138 0.999 0.14
H -0.090 -3.501 2.376 0.12
H -2.799 -4.423 3.088 0.12
H -5.064 -5.333 3.041 0.11
H -6.753 -4.420 1.475 0.11
H -6.121 -2.584 -0.059 0.10
H -3.835 -1.679 -0.024 0.09
H -2.595 0.099 2.114 0.11
H -2.586 1.339 4.233 0.11
H -1.740 0.262 6.299 0.11
H -0.864 -2.048 6.195 0.11
H -0.832 -3.274 4.093 0.12
H 2.596 -5.002 -1.045 0.12
H 4.991 -5.055 -1.536 0.11
H 6.200 -2.977 -2.130 0.11
H 4.961 -0.831 -2.198 0.10
H 2.559 -0.787 -1.669 0.08
H -1.768 -3.320 -0.983 0.11
H -3.173 -4.347 -2.699 0.11
H -2.175 -5.099 -4.847 0.11
H 0.251 -4.790 -5.234 0.11
H 1.663 -3.771 -3.509 0.12
F 3.571 2.039 1.925 0.23
C 2.504 1.364 1.561 -0.56
F 1.442 2.192 1.562 0.12
F 2.657 0.982 0.272 0.12
C 2.201 0.119 2.438 -0.23
O 1.106 -0.579 1.965 -0.16
C 1.869 0.569 3.900 -0.55
F 0.751 1.298 3.904 0.18
F 2.844 1.308 4.427 0.19
F 1.672 -0.491 4.675 0.20
C 3.420 -0.859 2.436 -0.56
F 4.466 -0.337 3.072 0.20
F 3.789 -1.146 1.190 0.19
F 3.083 -2.000 3.027 0.19
C -3.238 1.952 -4.697 -0.09
C -4.166 0.957 -4.002 -0.23
C -3.742 0.585 -2.580 -0.17
C -2.648 -0.467 -2.468 -0.12
N -1.367 -0.076 -3.072 0.02
C -0.441 0.726 -2.547 -0.56
Se -0.629 1.714 -0.932 0.94
N 0.613 0.815 -3.368 0.02
C 1.798 1.671 -3.232 -0.12
C 1.837 2.773 -4.288 -0.17
C 0.616 3.688 -4.297 -0.24
C 0.566 4.641 -3.107 -0.10
C 0.374 -0.003 -4.464 -0.13
C 1.143 -0.286 -5.591 0.02
C 0.567 -1.107 -6.535 -0.05
C -0.725 -1.633 -6.369 -0.05
C -1.471 -1.380 -5.240 0.01
C -0.887 -0.558 -4.281 -0.14
H -3.681 2.311 -5.626 0.08
H -2.269 1.521 -4.954 0.05
H -3.064 2.824 -4.060 0.08
H -4.273 0.051 -4.606 0.11
H -5.162 1.400 -3.947 0.11
H -4.595 0.174 -2.033 0.12
H -3.441 1.491 -2.044 0.09
H -2.937 -1.386 -2.976 0.12
H -2.445 -0.730 -1.432 0.08
H 2.668 1.019 -3.315 0.13
H 1.786 2.086 -2.226 0.09
H 1.972 2.324 -5.273 0.10
H 2.735 3.365 -4.093 0.13
H -0.299 3.086 -4.345 0.09
H 0.634 4.271 -5.219 0.12
H 0.414 4.119 -2.160 0.02
H -0.245 5.362 -3.214 0.08
H 1.498 5.204 -3.025 0.08
H 2.141 0.107 -5.719 0.12
H 1.123 -1.353 -7.430 0.12
H -1.138 -2.264 -7.145 0.12
H -2.456 -1.804 -5.109 0.12